Entry from the Open Molecules 2025 dataset: a gas-phase ion, C3H9NS (charge +1) (the ωB97M-V functional and the def2-TZVPD basis).

Geometry as ORCA input:
```
! RIJCOSX wB97M-V def2-TZVPD def2/J DEFGRID3
* xyz 1 2
C 2.303 -0.910 -0.533
S 1.041 -1.498 0.877
H 2.709 0.117 -0.212
H 3.147 -1.572 -0.529
H 1.712 -0.910 -1.482
C -2.103 0.811 -0.158
C 0.125 0.159 0.850
N -0.751 0.380 -0.336
H -2.713 0.072 0.362
H -2.545 0.819 -1.203
H -2.153 1.780 0.378
H 0.854 1.039 0.886
H -0.538 0.269 1.689
H -1.089 -0.556 -0.588
*
```

The calculation puts the total energy at -572.2567 a.u. The gap between HOMO and LUMO (spin up / spin down) comes out at 11.72 / 5.24 eV. For the largest force on an atom, the calculation gives 3.7 eV/Å. For the HOMO energy (spin up / spin down), the calculation gives -15.28 / -13.97 eV.

Want to see where the charge sits? The Mulliken charges in e are: -0.719, 0.180, 0.284, 0.363, 0.305, -0.907, -0.589, -0.123, 0.405, 0.315, 0.357, 0.338, 0.467, 0.323